[1]
{"formula": "C3H7NO2S", "method": "wB97M-V/def2-TZVPD", "species": ["C", "C", "C", "N", "O", "O", "S", "H", "H", "H", "H", "H", "H", "H"], "xyz": [[1.29123, 0.49035, 0.04783], [2.75113, 0.84914, 0.05322], [-2.11166, -1.43289, -0.03771], [-2.38615, -0.05148, -0.19160], [0.86529, -0.62301, 0.22090], [0.49970, 1.54429, -0.15821], [-3.79319, 0.53931, 0.09879], [3.09122, 0.89307, 1.08546], [2.91484, 1.80973, -0.42201], [3.31736, 0.06904, -0.45101], [-1.18394, -1.52172, 0.53153], [-1.89488, -1.84137, -1.02888], [-2.92125, -2.00341, 0.42967], [-0.43974, 1.27895, -0.17796]], "nbo_charge": [0.80, -0.72, -0.48, -0.54, -0.62, -0.69, 0.34, 0.24, 0.23, 0.24, 0.26, 0.23, 0.18, 0.52], "relative_energy_kcal_mol": 45.53, "orbital_gap_ev": [7.4, 7.4], "smiles": "CC(=O)O.CN=S", "lumo_ev": [-1.165, -1.164]}

[2]
{"formula": "C29H44N11O3PSW", "method": "wB97M-V/def2-TZVPD", "species": ["W", "C", "C", "C", "N", "C", "C", "C", "C", "C", "C", "C", "N", "C", "C", "C", "N", "C", "C", "C", "C", "C", "C", "C", "N", "C", "C", "H", "H", "H", "H", "H", "H", "H", "H", "H", "H", "H", "H", "H", "H", "H", "H", "H", "H", "H", "H", "H", "H", "H", "H", "H", "H", "S", "C", "N", "C", "C", "N", "H", "H", "H", "H", "H", "H", "N", "N", "N", "C", "N", "N", "H", "H", "H", "C", "O", "P", "O", "C", "O", "C", "H", "H", "H", "H", "H", "H", "H", "H", "H"], "xyz": [[-0.13842, -0.17397, 0.49658], [-0.60961, 1.58178, 4.07561], [-0.40571, 2.34919, 2.77235], [-1.51932, 2.15269, 1.74784], [-1.68083, 0.71655, 1.35743], [-2.81908, 0.02032, 1.72551], [-3.99912, 0.64081, 2.12644], [-5.18011, 0.09821, 2.62125], [-5.44704, -1.21446, 2.96302], [-4.61079, -2.31830, 2.78689], [-3.40152, -2.39268, 2.12860], [-2.62393, -1.37928, 1.53717], [-1.48255, -1.65014, 0.83544], [-1.28974, -3.03018, 0.31585], [-0.85820, -3.00531, -1.14078], [0.60528, -2.62204, -1.29855], [0.95198, -1.58945, -0.30421], [2.24861, -1.60280, 0.23347], [3.27390, -2.13424, -0.55629], [4.60941, -2.35832, -0.25255], [5.28539, -2.10517, 0.92985], [4.77743, -1.51671, 2.08513], [3.50460, -1.04165, 2.34219], [2.35186, -1.03465, 1.54057], [1.15280, -0.51038, 1.99159], [1.03992, -0.29367, 3.46608], [-0.33142, 0.07464, 4.01552], [-1.61823, 1.75158, 4.46162], [0.06048, 2.01124, 4.82295], [0.56800, 2.09369, 2.34331], [-0.35944, 3.42164, 2.97286], [-1.35742, 2.75088, 0.85432], [-2.44408, 2.49285, 2.20131], [-4.03239, 1.71653, 2.02451], [-5.97147, 0.81274, 2.81499], [-6.40745, -1.40906, 3.42684], [-4.98130, -3.25784, 3.18072], [-2.98134, -3.38832, 2.09187], [-2.22827, -3.57203, 0.37122], [-0.55840, -3.54454, 0.94575], [-1.51215, -2.33066, -1.69143], [-1.00129, -3.99527, -1.57433], [0.82500, -2.23189, -2.29404], [1.22488, -3.49779, -1.10215], [2.98470, -2.40260, -1.56202], [5.19400, -2.80291, -1.04946], [6.33208, -2.38619, 0.95763], [5.48348, -1.39666, 2.89906], [3.39657, -0.60023, 3.32256], [1.75121, 0.48836, 3.74947], [1.37053, -1.22701, 3.92574], [-0.35549, -0.30493, 5.03850], [-1.10640, -0.48868, 3.49506], [2.56806, 0.07902, -2.88063], [3.63728, 0.09346, -4.21470], [3.71837, -0.85052, -5.15141], [4.70595, -0.53639, -6.19531], [5.22328, 0.84976, -5.75279], [4.51853, 1.05142, -4.47931], [3.06245, -1.60849, -5.20707], [4.23615, -0.51036, -7.17572], [5.49683, -1.28352, -6.20601], [4.96307, 1.63473, -6.46048], [6.30003, 0.85601, -5.60228], [4.60138, 1.87390, -3.90887], [1.50014, 4.63852, -1.40505], [1.62466, 3.42191, -0.82154], [2.80573, 2.86359, -0.65314], [2.48749, 1.68767, -0.16449], [1.15166, 1.56574, -0.01351], [0.61425, 2.70454, -0.48141], [2.38772, 5.12919, -1.38195], [0.71473, 5.16164, -1.03841], [3.22128, 0.94494, 0.08757], [-3.79017, -0.11996, -2.59166], [-2.78962, -0.04694, -1.52195], [-1.31039, 0.43751, -1.80747], [-1.40960, 1.88507, -2.40591], [-2.27090, 2.95782, -1.95735], [-0.67179, -0.37688, -2.96616], [-0.65684, -0.07020, -4.39910], [-4.76065, -0.05507, -2.11131], [-3.68762, -1.07378, -3.10378], [-3.66665, 0.70369, -3.29264], [-2.43067, 3.59857, -2.81894], [-1.77101, 3.51399, -1.16927], [-3.22468, 2.56486, -1.60875], [-1.53201, -0.52175, -4.85842], [0.25758, -0.51412, -4.77444], [-0.64007, 1.00431, -4.54608]], "mulliken_charge": [-1.49, -1.25, -0.27, -0.90, 0.93, 1.34, -0.65, -0.91, -0.46, -0.85, -0.66, 0.91, 0.56, -0.84, -0.89, -1.28, 1.08, 1.12, -0.37, -0.80, -0.71, -0.89, -0.57, 0.72, 0.21, -1.35, -0.58, 0.42, 0.46, 0.09, 0.65, -0.37, 0.84, 0.48, 0.51, 0.46, 0.46, 0.60, 1.07, 0.00, 0.03, 0.55, 0.16, 1.01, 0.53, 0.49, 0.44, 0.46, 0.49, 0.54, 0.89, 0.56, -0.05, -0.04, -0.11, -0.14, -0.46, -0.52, -0.14, 0.22, 0.31, 0.29, 0.30, 0.30, 0.18, -0.63, 0.97, -0.93, -0.79, 0.88, -0.20, 0.34, 0.26, 0.63, -0.90, 0.12, 0.27, -0.20, -0.53, -0.16, -0.76, 0.31, 0.26, 0.39, 0.33, 0.11, 0.28, 0.33, 0.17, 0.35], "relative_energy_kcal_mol": 0.00, "orbital_gap_ev": 4.6, "lumo_ev": -13.008, "charge": 4}